Entry from OMol25: a structure of composition C12H24N4O4PRb at a distorted geometry (ωB97M-V with the def2-TZVPD basis set).

Gap between HOMO and LUMO (spin up / spin down) (eV): 7.556 / 5.050
E_HOMO (spin up / spin down) (eV): -11.11 / -11.11
Total charge: +1
Multiplicity: 2

```
46
Properties=species:S:1:pos:R:3:forces:R:3
Rb 0.6539 1.9748 0.5485 -0.4 -0.3 -0.3
O 2.8758 2.9048 2.1383 -0.1 -0.2 0.0
H 2.9917 2.0041 2.4987 0.3 0.1 0.2
C 0.4198 6.0777 -5.1692 -0.1 -1.2 -0.8
C -0.0579 6.7895 -4.0742 0.6 -0.3 -1.5
C -0.5394 6.0829 -3.0121 -1.2 0.8 1.2
C -0.6152 4.7054 -3.0167 1.4 -0.4 -1.3
C 0.0061 4.0054 -4.0582 0.2 -0.6 -0.6
C 0.5369 4.6760 -5.1717 -0.9 1.5 1.4
N -1.3848 3.9687 -2.0409 -2.6 0.4 1.1
O -2.5024 4.5059 -1.7578 3.4 -2.1 -0.2
O -0.9644 2.8648 -1.6007 -0.9 2.2 -0.7
H 0.5953 6.4599 -6.1639 0.3 1.0 0.3
H -0.1181 7.8662 -4.1322 0.0 0.0 0.3
H -0.9637 6.6927 -2.2282 -0.2 -0.4 0.4
H 0.0049 2.9254 -4.0545 -0.1 -0.1 0.1
H 0.9337 4.2800 -6.0948 -0.1 -0.8 0.4
O -0.0566 -0.7941 0.6927 0.4 1.7 -0.8
P -0.1020 -2.1342 1.2673 -0.1 -4.0 1.6
N -1.3724 -3.0642 0.6207 5.3 0.1 1.1
C -2.4808 -2.4460 0.0732 -1.5 0.5 -0.4
C -1.3211 -4.4996 0.6626 0.3 0.1 0.4
N -0.4257 -2.0411 2.9272 1.0 1.6 -3.1
C -0.2016 -0.7326 3.4804 -0.4 0.6 0.8
C -0.7759 -3.0572 3.8344 0.8 -0.8 0.9
N 1.4195 -3.0921 1.1461 -4.1 1.2 0.6
C 2.3990 -2.9057 2.1526 0.9 0.9 0.4
C 1.9009 -3.1762 -0.1822 0.2 -1.4 -1.2
H -3.0143 -2.0695 0.9460 -1.2 0.3 -0.6
H -2.9628 -3.2588 -0.4700 -0.9 0.4 0.1
H -2.2744 -1.6573 -0.6503 0.2 0.1 0.2
H -0.3087 -4.7579 0.9730 0.0 -0.4 -0.5
H -1.6081 -4.8492 -0.3291 0.2 -0.6 0.2
H -1.9567 -4.9113 1.4466 -0.5 -0.1 -0.2
H 0.5246 -0.1032 2.9660 -0.1 -0.3 -0.5
H -1.1754 -0.2429 3.4855 0.1 0.6 0.3
H 0.2081 -0.7428 4.4904 -0.2 -0.5 0.3
H -1.6138 -2.8021 4.4832 -0.3 0.0 -0.2
H -0.9293 -4.0242 3.3554 -0.1 0.2 0.0
H 0.1054 -3.1093 4.4738 -0.1 -0.8 0.6
H 3.0705 -3.7584 2.2525 -0.3 -0.3 0.1
H 3.0339 -2.0826 1.8250 0.5 0.4 0.4
H 1.9508 -2.6375 3.1094 0.1 -0.2 0.0
H 2.9011 -3.6085 -0.2098 0.3 0.5 0.2
H 1.8492 -2.2525 -0.7586 0.1 0.1 0.0
H 1.3439 -3.9733 -0.6747 -0.4 0.3 -0.5
```
Forces are in eV/Å.


Entry from OMol25: a cluster of 4 separate species, C12H24O12 in total at a distorted geometry (ωB97M-V with the def2-TZVPD basis set).

Gap between HOMO and LUMO (eV): 11.365
E_HOMO (eV): -10.85
Energy relative to the best compared isomer or geometry (same formula, charge and spin) (kJ/mol): 247.0

```
48
Properties=species:S:1:pos:R:3:forces:R:3
C 3.0206 1.8904 -3.7988 0.4 -0.4 -1.4
O 2.5430 3.1790 -3.4901 -0.1 1.9 0.1
C 2.1435 4.0582 -4.4348 -1.0 -0.1 -1.8
O 1.7933 3.7336 -5.5823 1.1 1.4 3.1
O 2.1371 5.3289 -3.8504 0.8 -2.2 -0.3
C 1.7538 6.4707 -4.5919 -1.6 0.0 -1.3
H 2.2140 1.1977 -4.0390 -0.2 -0.2 0.9
H 3.7457 1.6486 -3.0217 -0.7 -0.4 0.2
H 3.5776 1.8124 -4.7325 0.2 0.8 -0.2
H 2.1273 7.4262 -4.2236 0.6 -0.6 0.5
H 0.6674 6.5522 -4.5597 -0.2 0.0 0.2
H 1.9553 6.3987 -5.6607 0.5 -0.3 0.1
C -7.6457 0.7212 -0.5454 -1.3 -1.9 0.6
O -6.3991 1.2986 -0.7532 2.2 -0.9 -0.5
C -5.2213 0.5191 -0.7824 -0.7 0.3 1.3
O -5.0445 -0.6659 -0.5866 -1.3 1.4 -0.6
O -4.2547 1.4217 -0.9063 -0.2 0.2 -0.7
C -2.8993 0.9869 -0.9214 0.6 -0.4 -0.1
H -7.6965 0.0554 0.3161 0.4 0.5 0.7
H -7.9898 -0.0159 -1.2710 0.4 0.4 -1.0
H -8.4263 1.4758 -0.4499 0.5 0.2 0.0
H -2.7745 -0.0909 -1.0263 -0.4 0.0 0.6
H -2.4275 1.3889 -0.0248 0.0 -0.3 -0.1
H -2.3711 1.3528 -1.8019 -0.4 0.6 0.0
C 0.3602 -1.0787 2.8563 1.4 -0.4 -0.3
O -0.2108 -0.4352 1.7387 -0.8 0.9 -2.4
C 0.6164 0.0783 0.7546 2.2 -0.2 2.1
O 1.8136 0.3289 0.9256 -2.7 -0.8 -0.5
O -0.0461 0.2520 -0.3913 -0.8 -1.0 1.4
C 0.7398 0.1402 -1.5398 0.5 1.1 -1.8
H -0.1901 -1.9463 3.2204 -0.9 0.6 -0.3
H 0.5223 -0.3469 3.6476 0.4 -0.3 0.0
H 1.2432 -1.5736 2.4519 0.7 0.5 0.7
H 1.4147 -0.7136 -1.6009 0.0 0.1 0.6
H 1.2654 1.0836 -1.6873 0.4 -0.2 0.1
H 0.0823 0.0629 -2.4057 -0.4 -0.1 0.3
C 4.6374 -4.7529 4.0657 1.6 -1.0 -0.2
O 3.5027 -4.0089 4.2092 -3.0 2.0 0.5
C 2.3201 -4.5943 4.4190 -0.1 -0.8 0.9
O 2.1733 -5.7988 4.4706 -0.5 1.3 -0.3
O 1.3789 -3.6265 4.6763 2.1 -0.2 0.4
C 0.0344 -4.0236 4.7711 -0.9 -1.2 -2.0
H 4.6658 -5.1616 3.0556 0.4 -0.1 0.0
H 4.7316 -5.5603 4.7919 -0.2 -0.1 0.0
H 5.4355 -4.0346 4.2532 0.2 -0.3 -0.3
H -0.6470 -3.1928 4.9546 0.6 0.1 0.6
H -0.1931 -4.9152 5.3554 0.5 0.3 0.5
H -0.1787 -4.3263 3.7459 -0.7 -0.2 -0.1
```
Forces are in eV/Å.


Entry from OMol25: a cluster of 6 separate species, C12H24O24S6 in total at a distorted geometry (ωB97M-V with the def2-TZVPD basis set).

Gap between HOMO and LUMO (eV): 10.271
E_HOMO (eV): -10.56
Energy relative to the best compared isomer or geometry (same formula, charge and spin) (kJ/mol): 188.1

```
66
Properties=species:S:1:pos:R:3:forces:R:3
O 1.0659 5.3200 -0.5015 -1.2 0.7 -0.1
S 0.1556 5.9058 -1.4352 0.5 -0.8 0.2
O 0.6691 6.1759 -2.7366 -0.7 0.4 0.1
O -1.1601 4.9594 -1.5478 0.6 0.1 1.0
C -2.2917 5.7670 -1.8622 0.4 0.4 -1.1
C -1.9998 7.1721 -1.2908 -0.1 -0.4 -0.1
O -0.6357 7.1869 -0.8278 0.5 -0.9 -0.6
H -2.2924 5.7460 -2.9537 -0.5 0.5 0.0
H -3.2456 5.3972 -1.4978 0.3 -0.5 0.3
H -2.6016 7.3621 -0.4090 -0.1 0.2 0.0
H -2.1717 7.8888 -2.0893 0.2 0.4 0.3
O 7.4563 0.8247 3.6753 -0.7 -0.9 -0.9
S 6.6808 0.7611 2.4723 0.5 0.3 -0.1
O 6.0135 1.9845 2.1068 0.4 -1.4 -0.5
O 7.6328 0.1358 1.2646 -0.8 0.5 1.5
C 6.9288 -0.8779 0.5423 -0.7 0.5 -1.5
C 5.4851 -0.9598 1.1060 1.1 -0.6 -0.4
O 5.6577 -0.4926 2.4275 0.1 1.4 1.3
H 6.9207 -0.4869 -0.4779 -0.2 -0.3 -0.1
H 7.4109 -1.8530 0.5108 0.4 0.2 0.6
H 5.1590 -1.9878 1.2330 -0.1 0.1 -0.2
H 4.7820 -0.3984 0.4903 -0.1 0.2 0.4
O 3.0282 -3.3650 1.6664 0.3 -0.5 -1.1
S 3.5892 -4.3460 0.7854 -0.2 -0.5 -2.5
O 4.7520 -5.0769 1.1695 -0.8 0.3 -0.1
O 2.4564 -5.3257 0.1792 -0.1 -1.2 1.3
C 1.7284 -4.6025 -0.7999 -0.5 1.1 0.1
C 2.7955 -4.0404 -1.7112 0.6 -0.3 0.9
O 3.8736 -3.8496 -0.7826 1.1 1.6 1.6
H 0.9687 -5.1601 -1.3411 0.2 -0.6 0.4
H 1.2428 -3.8094 -0.2204 -0.2 0.2 -0.5
H 2.5031 -3.1115 -2.1957 0.1 0.1 0.1
H 3.2251 -4.7637 -2.4058 -0.5 0.0 -0.2
O 2.1379 -0.9955 -0.5852 -1.8 0.2 0.0
S 0.8029 -0.6180 -0.2009 -0.8 1.9 1.1
O 0.0653 -1.2649 0.8474 0.8 -0.7 -0.8
O 0.7494 0.9523 0.2539 0.9 -0.7 -1.5
C -0.3198 1.6392 -0.4176 -1.5 0.3 1.0
C -1.1699 0.5554 -1.1070 0.3 0.1 1.5
O -0.2002 -0.4327 -1.4569 1.4 -0.9 -0.5
H -0.8804 2.0493 0.4251 -0.3 0.2 -0.3
H -0.0700 2.4847 -1.0557 0.9 -0.4 -0.1
H -1.7524 0.8838 -1.9582 0.3 -0.1 -0.2
H -1.8089 0.0995 -0.3478 -0.3 0.1 -0.2
O -3.5806 2.6467 -2.2688 -0.8 0.1 0.4
S -4.5233 2.3075 -1.2498 0.5 -0.6 -0.3
O -4.0805 1.4503 -0.1904 -0.6 0.4 -0.3
O -5.2041 3.6122 -0.6616 0.1 0.1 -0.4
C -6.5517 3.2927 -0.2284 0.9 -0.4 0.8
C -6.9829 2.0790 -1.0901 -0.7 0.7 -0.2
O -5.8737 1.7334 -1.9202 1.0 0.2 0.4
H -6.4416 3.0273 0.8243 -0.3 -0.1 0.0
H -7.1355 4.2042 -0.2999 -0.1 -0.1 -0.4
H -7.7811 2.3805 -1.7665 0.0 -0.2 0.0
H -7.3027 1.2325 -0.4870 0.1 0.0 0.0
O 0.1452 -5.8442 3.7045 -1.5 0.4 -0.2
S -0.8184 -4.8360 3.3691 0.9 0.9 0.5
O -1.0407 -3.7467 4.2901 0.0 -1.2 -1.2
O -0.3392 -4.2944 1.9091 -0.7 -0.7 1.4
C -1.4337 -4.2517 1.0593 -1.9 1.3 -2.2
C -2.7129 -4.9586 1.6121 2.1 -0.5 -0.2
O -2.2778 -5.4093 2.8943 0.6 -0.1 0.9
H -1.7223 -3.2194 0.8517 0.4 0.2 0.1
H -1.1941 -4.6880 0.0902 0.4 -0.2 0.1
H -2.9031 -5.8437 1.0080 -0.3 0.0 0.2
H -3.5818 -4.3075 1.6098 0.0 0.1 0.6
```
Forces are in eV/Å.


Entry from OMol25: a cluster of 3 separate species, C12H24O3 in total at a distorted geometry (ωB97M-V with the def2-TZVPD basis set).

Gap between HOMO and LUMO (eV): 10.229
E_HOMO (eV): -9.34
Energy relative to the best compared isomer or geometry (same formula, charge and spin) (kJ/mol): 160.7

```
39
Properties=species:S:1:pos:R:3:forces:R:3
C 3.2871 0.9853 2.8601 -1.0 -0.1 0.3
C 3.8912 0.6589 1.5226 0.9 -0.9 -0.8
C 2.7057 0.5999 0.5687 -0.3 0.5 0.8
O 1.5784 0.2725 1.3856 -0.6 0.0 -0.1
C 1.9069 0.3068 2.7653 0.2 0.1 0.1
H 3.1120 2.0589 2.9509 0.2 0.0 0.2
H 3.7901 0.5756 3.7334 0.4 0.3 -0.1
H 4.3606 -0.3319 1.5416 0.0 0.1 0.2
H 4.6502 1.3341 1.1211 -0.1 0.2 0.4
H 2.8037 -0.1721 -0.1930 0.0 0.2 -0.2
H 2.5227 1.6001 0.1565 0.0 -0.3 -0.4
H 1.8868 -0.7144 3.1630 0.3 0.0 0.0
H 1.1677 0.8639 3.3472 -0.2 0.1 -0.3
C -2.1780 2.2241 -0.6507 0.4 0.8 0.3
C -2.5898 1.6169 -1.9693 0.3 -0.7 -0.3
C -1.2475 1.2995 -2.6159 0.2 0.4 0.9
O -0.4648 2.4510 -2.2698 0.6 -0.2 -0.6
C -0.9245 3.0652 -1.0748 -1.3 -1.0 0.1
H -1.8590 1.5184 0.1189 0.0 -0.4 -0.3
H -3.0020 2.7705 -0.1873 0.2 0.4 -0.1
H -3.0237 2.3854 -2.6117 -0.5 -0.1 0.2
H -3.2281 0.7406 -1.8438 -0.1 0.1 -0.2
H -1.2667 1.2049 -3.6981 0.0 0.1 -0.1
H -0.7746 0.4109 -2.1802 -0.1 -0.1 -0.1
H -1.1911 4.0868 -1.3429 0.2 0.2 0.4
H -0.1844 2.9582 -0.2824 0.2 0.5 -0.1
C -1.9986 -2.6821 -1.0031 -1.0 0.0 -0.3
C -1.5179 -1.7670 0.0898 0.5 1.6 0.0
C -0.0784 -2.2271 0.2634 -0.2 -0.4 -0.7
O -0.1477 -3.6530 0.0244 0.3 -0.2 0.5
C -1.3675 -4.0121 -0.6200 0.0 1.0 -0.4
H -1.6561 -2.3447 -1.9868 0.4 0.0 0.2
H -3.0853 -2.6784 -1.1363 0.0 -0.3 0.4
H -2.0398 -1.7681 1.0487 -0.3 -0.6 -0.1
H -1.6022 -0.7224 -0.2345 0.3 -0.1 0.0
H 0.3679 -1.9961 1.2260 -0.1 -0.3 0.1
H 0.5808 -1.8152 -0.5092 -0.1 0.2 0.1
H -2.0198 -4.5510 0.0662 0.1 -0.3 0.0
H -1.1640 -4.5530 -1.5435 0.1 -0.5 0.3
```
Forces are in eV/Å.


Entry from OMol25: a cluster of 3 separate species, C12H24O3 in total at a distorted geometry (ωB97M-V with the def2-TZVPD basis set).

Gap between HOMO and LUMO (eV): 10.182
E_HOMO (eV): -9.30
Energy relative to the best compared isomer or geometry (same formula, charge and spin) (kJ/mol): 190.7

```
39
Properties=species:S:1:pos:R:3:forces:R:3
C -0.1058 0.0430 -0.3101 0.6 0.0 -0.1
C 1.1961 0.8659 -0.1489 -0.4 -0.4 -0.5
C 0.9763 1.7062 1.1106 0.4 -1.0 0.5
O -0.1307 1.1353 1.8133 -1.1 1.1 -0.6
C -0.6173 -0.0070 1.1093 1.1 -1.1 1.0
H 0.1591 -0.9592 -0.6494 -0.2 0.0 -0.1
H -0.8018 0.4715 -1.0319 -0.1 0.2 0.2
H 1.4449 1.3991 -1.0655 0.0 0.3 0.2
H 2.0168 0.1751 0.0461 0.0 0.0 -0.1
H 0.8273 2.7758 0.9664 0.0 0.0 0.0
H 1.8390 1.4817 1.7472 0.1 0.8 0.1
H -1.6863 -0.1981 1.2188 0.0 0.6 0.1
H -0.0909 -0.8036 1.6688 -0.5 -0.5 -0.6
C -2.2947 4.0503 1.6686 1.6 0.4 -0.6
C -2.5465 4.0714 0.1321 -0.5 -0.4 0.3
C -3.8336 3.2385 0.0473 -1.0 0.9 -0.6
O -4.4266 3.2477 1.3267 0.0 -0.3 0.7
C -3.3814 3.2324 2.3279 -0.4 0.0 -1.2
H -2.3607 5.0739 2.0349 0.2 0.0 0.0
H -1.2648 3.6988 1.7663 -0.2 -0.1 0.8
H -1.8273 3.6212 -0.5566 0.5 -0.1 0.6
H -2.5649 5.1262 -0.1406 -0.8 -0.1 -0.4
H -3.7048 2.2156 -0.3231 0.5 -0.1 0.2
H -4.5856 3.6757 -0.6182 0.1 0.0 0.0
H -3.0628 2.2128 2.5597 -0.1 0.0 0.0
H -3.8052 3.7226 3.1993 0.1 -0.1 0.2
C 2.4855 -5.3354 -1.6166 0.6 -0.4 0.0
C 3.0320 -4.2637 -2.5877 -0.4 -0.1 0.3
C 2.9923 -2.9796 -1.7461 0.4 -0.1 0.2
O 1.9864 -3.1895 -0.7663 -0.7 0.0 -0.4
C 2.0900 -4.5671 -0.3683 0.2 1.1 0.6
H 3.2828 -6.0322 -1.3523 -0.1 -0.2 -0.1
H 1.6771 -5.8974 -2.0784 -0.1 0.0 0.2
H 2.3403 -4.1836 -3.4254 0.1 0.2 -0.1
H 4.0059 -4.5387 -2.9860 0.1 0.2 0.1
H 2.7875 -2.1006 -2.3561 -0.4 0.0 0.2
H 3.9120 -2.7623 -1.1889 0.3 -0.3 -0.3
H 1.1775 -4.8324 0.1629 -0.2 -0.1 -0.5
H 2.8630 -4.5905 0.4105 0.3 -0.3 -0.2
```
Forces are in eV/Å.


DFT total energy? In order: -36918.1312; -37400.8123; -126977.1011; -18973.9423; -18973.6316 eV.